Entry 1:
ORCA calculation (the ωB97M-V functional and the def2-TZVPD basis) on a single C4H11N3 molecule.

Energy relative to the best compared isomer or geometry (same formula, charge and spin) (kcal/mol): 102.0
LUMO (hartree): 0.0340
HOMO-LUMO gap (hartree): 0.3085

Structure (XYZ):
```
18
Properties=species:S:1:pos:R:3:forces:R:3:nbo_charge:R:1
C 1.627 -0.763 -0.824 -0.232 0.153 0.214 -0.431
N 0.252 -0.907 -0.400 2.297 -0.697 2.214 -0.328
N -0.735 -1.177 -1.350 -2.188 1.395 0.271 -0.306
H -0.340 -1.133 -2.300 -0.367 0.913 0.087 0.320
H 2.286 -0.913 0.039 -0.095 0.102 -0.165 0.212
H 1.897 -1.532 -1.557 -0.269 -0.010 0.160 0.210
H 1.846 0.211 -1.268 0.149 0.221 -0.216 0.158
C 0.202 1.490 0.494 -0.093 0.103 0.048 -0.647
C -1.090 -0.394 1.608 -0.077 0.182 0.118 -0.614
C -0.506 0.156 0.308 0.886 -0.797 -0.494 0.250
N -1.506 0.135 -0.773 -0.224 -1.478 -1.960 -0.469
H -1.336 0.887 -1.442 0.152 0.000 0.131 0.335
H -0.502 2.232 0.885 0.025 -0.145 0.027 0.227
H -0.306 -0.522 2.362 -0.014 0.026 -0.172 0.208
H 0.590 1.888 -0.449 -0.007 -0.151 0.058 0.209
H 1.032 1.410 1.204 -0.137 -0.034 -0.087 0.225
H -1.573 -1.364 1.450 0.150 0.215 -0.174 0.234
H -1.836 0.295 2.014 0.042 0.001 -0.062 0.208
```
Forces are in eV/Å.

Entry 2:
ORCA calculation (the ωB97M-V functional and the def2-TZVPD basis) on a single C5H5N3 molecule.

Energy relative to the best compared isomer or geometry (same formula, charge and spin) (kcal/mol): 60.3
LUMO (hartree): -0.0444
HOMO-LUMO gap (hartree): 0.3296

Structure (XYZ):
```
13
Properties=species:S:1:pos:R:3:forces:R:3:nbo_charge:R:1
C -0.244 1.044 2.954 -2.235 -0.568 0.448 -0.354
C 0.327 1.188 1.772 -0.118 0.238 -1.774 -0.238
C 0.140 0.313 0.477 1.528 2.579 -0.791 0.149
C 0.078 -0.443 -1.603 2.173 2.486 0.488 0.461
C -0.619 -0.994 0.363 0.043 -0.453 1.919 0.081
H -0.182 1.839 3.765 -0.002 -1.365 -1.216 0.223
H -1.068 0.286 2.971 1.027 0.335 0.956 0.190
H 0.739 2.193 1.725 0.990 -0.483 -1.075 0.227
H 0.003 -1.271 -3.318 2.345 1.530 1.655 0.350
H -0.879 -1.658 1.335 0.132 1.611 -2.698 0.223
N 0.606 0.714 -0.722 -2.309 -3.351 2.825 -0.362
N 0.660 -0.546 -2.736 -4.125 -2.091 -0.727 -0.519
N -0.795 -1.315 -0.863 0.551 -0.468 -0.011 -0.432
```
Forces are in eV/Å.

Entry 3:
ORCA calculation (the ωB97M-V functional and the def2-TZVPD basis) on a single H2N2O3S molecule.

Energy relative to the best compared isomer or geometry (same formula, charge and spin) (kcal/mol): 27.6
LUMO (hartree): 0.0073
HOMO-LUMO gap (hartree): 0.3592

Structure (XYZ):
```
8
Properties=species:S:1:pos:R:3:forces:R:3:nbo_charge:R:1
N -0.378 -0.637 0.239 0.808 0.785 -0.932 -0.364
N -1.154 -0.243 -0.618 1.628 0.855 -0.505 0.067
O 2.296 -0.980 0.041 0.181 0.179 -0.121 -0.866
O 1.585 1.274 0.583 0.397 -1.060 0.392 -0.898
O -2.452 -0.508 -0.450 -0.480 1.160 -1.864 -0.501
S 1.413 0.030 -0.461 -1.769 -0.238 1.123 1.593
H 1.219 2.138 0.392 -0.418 0.153 -0.644 0.513
H -2.528 -1.075 0.273 -0.348 -1.834 2.551 0.455
```
Forces are in eV/Å.